C27H29BCdF11N5O3S2Sb as an isolated structure in a non-equilibrium geometry, computed with ωB97M-V/def2-TZVPD.

Computed properties:
orbital gap (spin up / spin down): 3.84 / 6.72 eV
HOMO energy (spin up / spin down): -0.388 / -3.273 eV
total charge: -2
2S+1: 2

Cartesian coordinates (Å):
Sb  6.40052  13.41041  13.08683
Cd  10.14441  13.04358  12.64603
S  13.54154  7.35662  10.83917
S  11.98291  12.63675  15.32608
F  8.83942  10.28459  10.55580
F  6.63466  14.25778  14.82471
F  8.32248  12.41962  13.55699
F  6.15491  12.33296  11.57974
F  10.54012  12.96547  5.98890
F  11.01524  13.95539  8.34896
F  5.48444  11.98118  13.97914
F  9.20821  10.44113  5.85028
F  4.88758  14.60485  12.73229
F  8.34238  9.33997  8.07377
F  7.69331  14.30939  12.10257
O  11.80768  12.23784  13.90867
O  10.75990  12.55728  10.59431
O  10.86880  13.26548  16.00281
N  15.24403  14.45317  16.27452
N  13.38009  13.38118  15.46975
N  12.21916  5.79038  12.52283
N  10.61545  15.16859  12.92846
N  10.93985  7.21164  11.24451
C  18.60997  14.06723  13.01951
C  8.87053  10.56004  8.20597
C  16.61306  12.42088  12.65703
C  15.94082  15.00599  17.33432
C  13.27777  6.94712  16.78719
C  16.42345  14.26860  14.00343
C  17.10769  13.85288  12.79413
C  11.69198  8.68310  15.79344
C  12.17008  6.72805  11.54444
C  10.88295  16.14535  13.50507
C  13.97281  13.97082  16.48947
C  11.32780  10.03522  15.68094
C  15.26294  15.42819  18.45128
C  10.02644  12.33448  7.04664
C  9.86458  7.32974  12.20596
C  12.94250  8.32705  16.45288
C  10.06831  12.13561  9.56610
C  13.25754  14.40900  17.64950
C  9.30309  11.14048  6.99290
C  12.20154  11.03401  16.12618
C  10.30747  12.83059  8.29224
C  16.65939  14.75558  11.64633
C  16.01445  14.18338  15.14683
C  13.89250  15.11251  18.67061
C  13.35036  10.68377  16.82132
C  13.78000  9.30966  16.93035
C  9.17230  11.05830  9.44727
B  11.30699  17.55740  13.96111
H  11.02069  8.03353  10.61586
H  10.71526  17.71829  15.01827
H  12.17575  14.14546  17.51760
H  17.16600  14.51327  10.70358
H  13.08879  5.27004  12.53174
H  12.89631  6.60901  17.73459
H  16.79322  11.88174  13.59182
H  10.23826  7.39874  13.21895
H  12.93639  6.20962  16.07152
H  11.03455  18.47806  13.14599
H  18.64725  15.08740  13.40311
H  11.46661  5.12452  12.50632
H  11.07428  7.90444  15.48631
H  16.99359  15.15498  17.23625
H  13.97745  11.40232  17.27646
H  16.93393  15.81556  11.82915
H  9.36416  8.29437  11.93986
H  15.58568  14.71640  11.52236
H  13.33374  15.61566  19.42681
H  19.04378  13.31440  13.72067
H  14.40267  6.79896  16.87362
H  19.05734  14.07940  11.99379
H  14.66516  9.08156  17.47232
H  10.38163  10.29748  15.29235
H  15.50507  12.38399  12.59007
H  12.54256  17.54062  14.13667
H  17.07277  11.86107  11.83951
H  9.16169  6.50650  12.17465
H  15.81850  15.87606  19.26776

Forces on the atoms, in the same order (eV/Å):
0.0 -0.5 2.6
0.7 0.7 -0.6
0.0 -0.3 -0.1
2.5 1.1 2.0
0.4 0.8 -1.0
-0.1 -0.6 -1.8
-2.1 0.1 0.0
-0.1 0.0 -0.3
-0.3 -0.2 -0.5
0.3 0.4 0.1
0.4 0.9 -0.2
-0.3 -0.1 -0.2
1.5 -1.3 0.2
-0.5 -0.5 0.3
0.0 1.0 -0.3
-0.2 0.3 0.6
-1.4 -0.6 -0.1
-0.3 -0.1 -0.8
2.6 -1.0 -1.9
-1.5 -2.2 -2.9
0.3 -1.2 0.3
0.0 0.4 1.1
0.6 1.0 -0.8
-0.2 -0.4 -0.9
0.5 0.1 -2.2
-0.4 -0.9 -0.1
-0.6 1.1 2.1
2.0 -1.8 -0.3
-0.1 0.0 1.8
-0.5 0.2 0.2
2.5 1.9 1.9
0.2 1.1 -0.5
-0.2 -1.0 -2.1
-2.9 1.5 2.4
1.3 -1.7 0.6
0.0 -0.8 0.3
-0.3 -0.6 1.0
-0.5 1.1 -0.2
-1.6 1.2 -0.8
0.8 1.4 -0.9
0.0 -1.6 -2.1
0.1 0.2 1.1
0.5 -0.6 -0.5
0.0 -0.8 1.5
0.5 0.7 -0.4
-2.0 1.0 0.2
0.7 0.6 -0.7
0.4 -1.9 -0.5
-2.4 2.4 -0.3
0.7 -0.3 1.4
0.6 1.2 0.7
-0.1 -1.0 0.6
0.2 0.2 0.0
1.2 0.6 0.9
-0.2 -0.3 0.1
0.1 0.5 0.1
-0.4 0.1 0.6
0.3 0.0 -0.1
0.2 0.1 0.3
-0.2 -0.1 -0.4
-0.1 -0.9 0.3
0.6 -0.1 0.2
-0.6 0.0 0.2
-1.1 -1.1 -0.6
0.3 0.0 -0.4
0.5 1.0 0.0
-0.2 -0.5 0.2
0.0 -1.0 0.5
-0.2 -0.1 -0.1
-0.2 0.0 0.6
-0.2 0.7 -0.6
-1.2 0.3 -0.2
0.2 -0.3 1.0
0.6 -0.2 0.3
-0.8 0.3 -0.7
0.6 0.2 -0.4
-0.6 -0.1 0.0
-0.1 0.1 -0.2
-0.3 -0.2 -0.2
0.1 0.2 -0.2